(1)
37
Properties=species:S:1:pos:R:3:forces:R:3:mulliken_spin:R:1 method="wB97M-V/def2-TZVPD" spin_multiplicity=2 charge=+1 lumo_energy_ev="-6.158 / -6.180" s2=0.758 max_force_ha_per_bohr=0.0550
Ir -0.581600 1.697900 0.921100 1.343 -0.617 2.235 -0.011
S 1.402300 0.438300 0.268100 -2.243 0.803 0.202 0.008
C 2.134400 0.298100 1.837300 -0.165 0.107 0.922 0.003
C 3.517500 0.112900 1.886400 0.014 0.116 0.119 0.000
C 4.156900 -0.137700 3.081500 -0.147 -0.182 0.041 0.001
C 3.414000 -0.261300 4.255600 0.044 0.032 -0.178 0.002
C 2.056100 -0.032700 4.238400 -0.201 0.181 -0.235 -0.001
C 1.395900 0.295800 3.045700 1.094 -0.265 -0.400 0.001
S -0.296000 0.646200 3.129300 -0.767 1.025 -2.519 0.005
H 4.075100 0.160300 0.965800 0.153 0.048 -0.153 0.000
H 5.227300 -0.261100 3.102200 0.120 -0.067 -0.013 0.000
H 3.901300 -0.527600 5.179800 0.053 0.044 0.114 0.000
H 1.473200 -0.099200 5.143800 -0.017 0.041 0.193 0.000
N -3.890000 -2.458000 -0.449200 0.026 -0.461 -0.124 0.000
C -3.710400 -1.177100 -0.120800 0.385 0.968 0.320 0.000
C -2.435300 -0.619400 0.174300 -0.351 -0.683 -0.165 -0.001
N -2.318300 0.657100 0.492800 0.049 -1.077 -0.224 -0.002
C -3.416000 1.419300 0.548200 -0.642 0.241 -0.015 0.000
C -4.658100 0.862300 0.262300 0.667 0.475 0.178 0.000
N -4.792200 -0.397400 -0.067400 -0.412 -0.709 -0.209 0.000
H -3.131200 -3.111200 -0.523700 -0.022 0.039 0.027 0.000
H -4.830900 -2.774100 -0.617800 0.062 -0.009 -0.013 0.000
H -1.545100 -1.231100 0.155600 0.161 0.103 0.023 0.000
H -3.313600 2.462300 0.810900 0.027 0.023 0.055 0.001
H -5.554400 1.464500 0.298400 -0.045 0.085 0.033 0.000
F 1.073100 6.307500 -3.270100 -0.053 -0.040 0.179 0.012
C 0.808900 5.161200 -2.637100 0.651 0.029 -0.494 0.025
C -0.597400 4.825000 -2.327300 -0.767 -0.097 0.650 0.000
F -1.614700 5.095000 -3.124600 0.980 -0.312 0.706 -0.003
C -0.644200 4.194200 -1.114000 -1.132 -0.456 -0.545 0.048
F -1.748100 3.684700 -0.524900 0.246 0.401 -0.740 0.003
C 0.604100 4.079100 -0.462200 0.277 0.487 0.970 0.015
Se 0.843900 3.624600 1.288100 0.750 -0.592 -0.811 0.014
C 1.613600 4.622900 -1.399100 0.351 0.549 0.048 -0.026
F 2.668100 5.250100 -0.855600 -0.228 0.068 -0.260 0.012
C 1.716800 3.986000 -2.738100 -0.779 -0.939 0.249 0.850
F 1.267500 2.746100 -2.958200 0.518 0.639 -0.164 0.045



(2)
177
Properties=species:S:1:pos:R:3:forces:R:3:mulliken_charge:R:1 method="wB97M-V/def2-TZVPD" charge=+1 lumo_energy_ev=-2.180 max_force_ha_per_bohr=0.1428
C -0.950070 3.813333 3.040635 1.450 -0.295 1.583 -1.509
C -2.037352 2.779916 3.251408 -0.589 -0.085 -1.364 0.153
C -2.901268 2.728154 1.974092 -1.022 -0.411 -0.912 0.309
C -4.224669 1.872721 2.138108 2.301 0.534 0.819 -0.980
N -5.312885 2.087031 1.168374 -0.144 -0.466 -0.424 1.581
C -4.889500 1.472892 -0.180931 -0.362 0.447 -0.208 0.417
C -5.169138 2.541599 -1.227733 -0.822 -0.186 0.395 -0.879
C -4.920036 3.841650 -0.460169 -1.455 0.785 -1.140 -0.210
C -5.557780 3.538345 0.878307 -0.488 -0.082 0.331 -1.220
C -6.590978 1.431542 1.695500 -0.055 0.604 0.249 -0.672
C -7.119736 2.041168 2.988422 0.975 1.809 -0.430 0.225
C -8.412280 1.431354 3.368352 -0.352 -2.079 0.912 -1.548
H -0.371252 3.955325 3.984411 -0.253 -0.316 -0.551 0.416
H -1.244609 4.829127 2.819003 -0.651 0.106 -0.430 0.431
H -0.227855 3.469237 2.307981 0.132 0.016 -0.303 0.154
H -2.737721 3.155270 3.979245 -0.054 -0.154 0.851 0.586
H -1.648023 1.784502 3.506593 -0.073 0.424 0.094 -0.377
H -2.368458 2.429705 1.038606 -0.031 0.097 0.821 -0.519
H -3.183378 3.780176 1.861396 -0.128 -0.068 -0.353 0.714
H -4.512821 2.074746 3.162212 -0.707 0.179 -0.024 0.734
H -4.029205 0.817989 2.107374 0.379 -0.379 -0.050 -0.463
H -5.440454 0.568421 -0.348332 -0.100 -0.495 0.139 0.188
H -3.838885 1.234949 -0.135592 0.276 -0.167 0.221 -0.625
H -6.190261 2.423991 -1.608029 0.021 0.301 0.195 0.452
H -4.533843 2.438259 -2.084817 0.488 -0.109 -0.407 0.402
H -5.432939 4.742809 -0.953251 0.989 -1.215 0.772 0.468
H -3.850966 3.940266 -0.456781 0.516 0.597 0.473 -0.123
H -6.636227 3.639495 0.806547 -0.131 0.146 -0.242 0.669
H -5.273374 4.072954 1.770808 0.330 0.504 -0.057 0.371
H -6.445503 0.382158 1.932370 0.466 -0.144 -0.600 -0.197
H -7.319782 1.555599 0.895492 -0.020 -0.206 -0.058 0.677
H -7.294916 3.147858 2.900447 0.489 -0.801 -0.018 0.280
H -6.376228 1.868361 3.799395 -0.635 0.218 -0.463 0.181
H -8.226671 0.378660 3.612011 0.002 -0.103 0.015 0.335
H -9.220799 1.356115 2.645369 0.045 0.742 -0.195 0.389
H -8.717688 1.843838 4.314559 -0.598 0.366 0.143 0.406
C 1.904747 0.088388 -6.233990 -0.849 0.726 -0.103 -1.453
C 2.502852 -0.193202 -4.920767 0.619 -0.110 2.169 -0.363
C 1.979127 -1.483901 -4.286804 0.843 -0.291 -1.118 0.070
C 2.628698 -1.686452 -2.951399 0.813 -0.095 -0.613 -0.435
N 2.331276 -2.973788 -2.226572 -0.367 0.846 -1.413 2.082
C 2.908649 -4.111129 -3.009562 0.338 0.572 0.617 -0.569
C 1.778904 -4.619197 -3.845021 -0.527 -1.176 -0.171 -0.892
C 0.478908 -4.356339 -3.024458 0.166 0.067 -0.773 -0.670
C 0.857568 -3.266108 -2.023505 -0.146 -0.402 0.267 -0.153
C 2.924061 -2.816321 -0.929591 1.772 -0.866 1.604 -0.705
C 4.376918 -2.418753 -0.781832 -0.029 0.098 2.170 0.185
C 4.573874 -2.415552 0.821808 0.518 -0.033 -1.699 0.473
H 2.233980 1.059256 -6.552728 0.050 0.526 -0.495 0.425
H 0.820106 0.109215 -6.120453 -0.161 0.033 -0.305 0.030
H 2.151029 -0.622833 -6.989427 0.219 -0.611 -0.511 0.505
H 2.320082 0.622781 -4.193198 0.030 -0.080 -0.403 -0.163
H 3.591998 -0.252345 -4.964366 0.076 -0.046 -0.159 0.782
H 2.297909 -2.244550 -5.009636 -0.382 -0.205 0.253 0.375
H 0.897438 -1.461853 -4.232489 -0.334 -0.099 0.026 0.218
H 2.366200 -0.841186 -2.342407 -0.150 0.028 0.680 -0.935
H 3.746193 -1.685083 -3.053241 -1.072 0.136 0.041 0.410
H 3.289909 -4.753824 -2.213504 -0.129 -0.550 -0.508 0.611
H 3.744524 -3.755758 -3.608486 0.099 -0.014 0.180 0.329
H 1.898871 -5.700940 -3.863023 0.000 -0.050 -0.668 0.518
H 1.819742 -4.213903 -4.875065 -0.313 -0.305 0.722 0.255
H 0.146876 -5.320289 -2.611911 0.188 0.602 0.440 0.414
H -0.358280 -4.025732 -3.635548 0.094 0.051 -0.223 0.401
H 0.698612 -3.554519 -0.980175 0.231 -0.094 -0.252 0.125
H 0.331447 -2.327510 -2.112298 -0.252 0.169 -0.286 -0.333
H 2.842482 -3.762979 -0.391970 -0.229 -0.255 -0.224 0.766
H 2.293402 -2.163189 -0.403560 -0.633 1.146 0.675 -0.767
H 4.653096 -1.418616 -1.125506 -0.106 -0.315 -0.135 0.127
H 5.066373 -3.176435 -1.172286 -0.077 0.260 -0.091 0.562
H 5.534559 -1.936428 0.963588 0.032 -0.184 0.294 -1.044
H 4.607878 -3.453982 1.170209 -0.004 0.289 0.089 0.812
H 3.857028 -1.819599 1.392679 -0.227 -0.088 -0.448 -1.018
C 0.435585 4.092475 -7.938656 -0.098 -0.750 -0.877 -1.241
C -0.160024 4.589979 -6.657821 -0.191 0.820 0.915 -0.524
C 0.261614 3.551055 -5.575720 -0.580 0.861 -0.369 0.333
C -0.310896 3.933318 -4.239194 0.583 0.112 0.274 -1.665
N 0.056120 2.931661 -3.146007 -0.806 2.477 0.179 1.476
C -0.557388 3.444708 -1.889864 -0.244 -0.413 3.246 -0.082
C 0.230914 4.701396 -1.382103 -0.907 -0.790 -1.686 -0.769
C 1.603868 4.373121 -1.916716 1.788 -0.634 0.161 -1.373
C 1.508409 3.163329 -2.874096 -0.433 -0.329 2.145 0.326
C -0.269703 1.559450 -3.511500 -0.161 -0.871 0.332 -0.103
C -1.720034 1.295354 -3.853956 0.055 1.419 0.344 0.243
C -1.831378 -0.122549 -4.331924 -0.384 -0.443 0.519 -1.322
H 0.020458 3.093355 -8.127428 0.330 0.076 -0.257 0.300
H 1.531814 4.015191 -7.833319 -0.432 -0.071 -0.026 0.317
H 0.251933 4.691723 -8.826693 -0.177 0.199 0.096 0.432
H -1.278942 4.781843 -6.615070 1.163 -0.638 -0.449 0.340
H 0.269006 5.598331 -6.496945 -0.064 -0.467 0.520 0.319
H 1.354091 3.493161 -5.531411 -0.233 -0.161 -0.309 0.242
H -0.171060 2.579404 -5.872915 0.410 0.334 -0.054 0.137
H -1.379505 4.019100 -4.358161 -0.403 -0.092 0.476 0.480
H 0.080026 4.881998 -3.837467 -0.203 -0.255 -0.546 0.703
H -0.446302 2.695635 -1.068907 0.547 0.054 -0.953 -1.007
H -1.624925 3.569294 -1.822877 -0.563 0.253 -1.232 0.676
H 0.121190 4.779217 -0.309596 0.212 -0.038 0.190 0.508
H -0.171601 5.609055 -1.847269 0.084 -0.089 0.252 0.364
H 2.360125 4.096640 -1.170930 -0.616 -0.069 0.254 0.341
H 2.135305 5.142454 -2.431620 -0.216 1.065 -0.451 0.537
H 1.841275 2.290707 -2.296796 0.260 0.011 -0.743 -0.590
H 1.975910 3.369508 -3.794800 0.925 -0.412 -0.759 0.597
H 0.051579 0.906819 -2.709885 0.005 -0.014 0.536 0.482
H 0.361443 1.303422 -4.336727 0.325 -0.048 -0.607 -0.555
H -1.988259 2.031403 -4.648426 -0.268 -0.699 0.451 0.245
H -2.331271 1.507611 -2.957423 0.070 -0.217 -0.421 -0.338
H -1.357276 -0.176193 -5.303288 0.053 -0.506 -0.216 0.384
H -2.857132 -0.461949 -4.366108 -0.346 0.132 -0.443 0.525
H -1.405017 -0.827911 -3.605574 0.354 0.221 -0.223 0.053
C -3.329913 -4.259395 5.884512 1.256 0.107 -0.827 -1.250
C -2.773784 -2.805014 5.794130 -0.897 -0.804 -1.094 -0.822
C -1.675924 -2.504245 4.717280 0.063 1.108 3.474 0.596
C -0.334663 -3.004954 5.299113 -0.970 0.690 -0.543 -1.229
N 0.767049 -2.849053 4.349070 1.253 0.558 -0.434 0.357
C 0.545099 -3.740810 3.177709 0.276 -0.104 -0.688 -0.766
C 1.920276 -3.830643 2.475104 -0.717 -1.546 2.532 1.095
C 2.902717 -3.620153 3.664669 2.672 0.190 -0.914 -0.957
C 2.109886 -3.427126 4.904535 -2.211 -0.065 0.551 -0.768
C 0.929136 -1.350138 3.964432 0.180 0.158 1.704 1.274
C 1.145280 -0.407822 5.209200 0.429 0.081 -0.691 -0.594
C 1.599369 0.979542 4.732839 1.296 -0.336 -0.543 -1.076
H -3.717031 -4.580036 4.893175 0.423 0.181 0.497 0.243
H -4.144047 -4.405464 6.577060 -0.194 0.390 0.384 0.423
H -2.523757 -4.929681 6.205935 -0.217 -0.207 -0.179 0.319
H -2.443695 -2.407608 6.739180 0.209 -0.076 0.552 0.482
H -3.644687 -2.233440 5.524706 -0.262 0.650 -0.175 0.317
H -1.660593 -1.395371 4.705172 0.089 -0.562 -0.451 -0.449
H -1.912300 -2.880517 3.770867 -0.391 -0.646 -1.368 0.445
H -0.431261 -4.066607 5.485259 0.190 -0.176 0.517 0.633
H -0.047642 -2.406502 6.164597 -0.307 -0.465 0.255 0.416
H -0.275986 -3.420246 2.520367 0.340 0.118 0.360 0.112
H 0.277218 -4.684985 3.669217 0.022 -0.015 -0.524 0.506
H 2.028613 -3.063068 1.767509 0.156 0.684 -1.116 -1.226
H 2.017618 -4.847431 2.094382 0.092 0.283 -0.504 0.904
H 3.516054 -2.733835 3.430918 -0.310 -0.089 0.267 0.238
H 3.721856 -4.386044 3.798313 -1.213 0.411 -0.213 0.559
H 2.393863 -2.699648 5.661761 0.628 -0.281 -0.142 0.566
H 1.850256 -4.401298 5.401124 0.107 0.939 -0.396 0.360
H 0.023030 -1.064530 3.453517 -0.059 -0.083 -0.215 -0.479
H 1.781737 -1.184560 3.313096 0.036 -0.564 -0.194 -0.364
H 1.989293 -0.737993 5.837701 -0.596 -0.271 -0.041 0.152
H 0.247147 -0.264173 5.793266 -0.276 -0.427 0.312 0.425
H 0.886909 1.476507 4.086606 -0.414 0.151 0.045 0.110
H 2.474828 0.770802 4.071507 -0.328 0.638 0.605 0.169
H 1.907146 1.650447 5.573055 -0.328 -0.648 -0.714 0.488
N 0.825274 1.046234 0.063278 -1.798 0.137 -1.622 -0.418
S -0.034907 -0.103252 0.629207 -4.964 -5.223 1.421 1.208
O -0.845647 0.088222 1.844206 2.442 0.781 -1.487 -0.683
O 0.401108 -1.524003 0.451494 -0.040 3.683 0.104 -0.663
F -1.281751 0.001841 -0.416443 1.362 0.348 -0.175 -0.011
S 2.307737 1.042126 0.402972 3.639 0.198 0.356 0.726
O 2.529705 0.297573 1.568851 0.530 -1.455 1.308 -0.179
O 2.857652 2.316951 0.279797 0.136 2.365 -0.232 -0.624
F 3.180324 0.321566 -0.767845 -1.552 -0.279 0.450 -0.229
N -4.658395 -1.577207 0.570845 1.248 -0.747 1.882 -0.325
S -3.869617 -2.504789 -0.501415 -2.190 1.601 -1.003 0.985
O -4.859281 -3.102433 -1.384634 1.847 0.429 0.908 -0.677
O -2.662421 -3.215040 -0.161663 -0.891 0.958 -0.156 -0.446
F -3.401167 -1.116302 -1.380514 0.017 -1.686 0.371 -0.222
S -4.662218 -2.000339 2.172718 1.466 -0.133 -4.962 0.947
O -4.092387 -1.029790 3.017714 0.450 1.013 1.064 -0.603
O -4.404063 -3.360718 2.302603 1.470 -2.645 1.145 -0.631
F -6.138171 -1.941299 2.379281 -3.398 1.006 0.845 -0.306
C 7.907711 -1.123986 1.597450 -2.914 1.455 2.508 -0.145
O 7.163594 -0.528970 0.421451 1.546 -2.075 -0.797 -0.444
O 7.585139 -0.581228 2.787833 -0.335 -2.037 -2.038 -0.874
C 7.824091 -2.689211 1.267969 1.940 0.694 1.813 0.811
F 6.982874 -3.512594 1.921298 -0.095 0.184 0.527 -0.261
F 7.695433 -2.995523 -0.000103 -0.403 -0.136 -1.660 -0.260
F 9.104212 -3.098778 1.596371 -0.529 -0.575 0.130 -0.349
C 6.337055 0.490258 0.677337 -0.232 2.319 0.026 0.321
C 6.434529 1.593102 -0.448582 0.907 -2.446 0.734 -1.422
H 7.445984 1.997603 -0.521059 -0.139 0.119 0.266 0.432
H 6.224098 1.129174 -1.415005 -0.225 0.074 -0.069 0.230
H 5.712961 2.299178 -0.181470 -1.059 1.561 0.012 0.313
H 6.561521 0.897693 1.674454 -0.069 0.190 -0.163 0.637
H 5.328803 0.105021 0.741905 -0.974 0.237 -0.107 -0.440
H 8.901692 -0.925962 1.431120 2.649 0.287 -1.173 0.409



What is the charge in the second record?
+1